Below is a structure of composition C29H34Br2N9O2Y in a non-equilibrium geometry, with properties calculated with ωB97M-V with the def2-TZVPD basis set.

ORCA input file:
```
! wB97M-V def2-TZVPD RIJCOSX def2/J DEFGRID3
* xyz 0 1
Y 15.11935 8.44748 11.06685
Br 15.99365 12.60733 12.58978
Br 12.41524 10.63922 11.21649
O 16.28351 7.86644 9.55570
O 13.59433 8.44538 9.47005
N 14.02676 6.80602 12.18288
N 12.64079 5.74530 13.43661
N 15.22116 9.38895 13.33444
N 18.20863 5.25037 13.90994
N 15.83983 11.03422 10.18061
N 13.85093 5.23922 13.77077
N 16.69678 6.84992 12.30404
N 12.10663 9.11006 16.14567
N 14.41142 9.85931 15.61678
C 12.36793 8.66783 9.11967
C 7.90956 10.95752 8.16935
C 18.79146 6.04992 13.01968
C 14.68680 5.97798 13.06202
C 16.46929 12.02102 10.82137
C 16.11690 5.93049 13.06646
C 10.28924 9.96898 9.40848
C 16.79199 11.63414 8.09260
C 18.03780 6.82286 12.16529
C 8.21745 9.51858 7.83318
C 12.52618 5.49303 8.64611
C 8.20203 9.31042 6.30693
C 17.39910 12.85998 10.11641
C 17.58600 12.56563 8.80837
C 9.65863 9.21982 8.39554
C 10.35020 8.09715 7.90977
C 13.59655 6.90892 6.83400
C 13.21522 9.36639 15.83964
C 7.21126 8.51813 8.45455
C 12.70909 6.66475 12.45630
C 12.25292 6.55785 7.56107
C 11.28500 5.94777 6.53222
C 11.61196 9.71025 9.81012
C 11.63183 7.79007 8.21956
C 16.93808 11.61432 6.57801
C 17.23200 8.03112 8.50180
C 15.97793 10.80328 8.84612
C 16.89542 5.20283 13.97878
C 14.88939 9.57009 14.43763
H 7.37144 7.46620 8.14784
H 11.62588 5.14712 9.14087
H 15.43572 9.93376 8.48671
H 7.39775 9.81799 5.73129
H 9.83136 7.48382 7.22433
H 7.82495 11.21583 9.22621
H 17.70726 7.10066 8.23463
H 7.08016 11.42184 7.64528
H 13.90271 6.08606 6.18405
H 6.21033 8.78066 8.11764
H 8.78393 11.58468 7.88920
H 17.98820 8.72048 8.80325
H 17.90606 13.69952 10.63598
H 8.21777 8.27285 5.92811
H 11.89554 5.17689 5.98082
H 16.79096 8.45305 7.56555
H 17.71817 12.33696 6.34164
H 18.47615 7.38787 11.40363
H 13.09488 4.69843 8.21077
H 10.42303 5.38162 6.94021
H 16.04317 11.81568 5.98775
H 16.40867 4.57987 14.74502
H 18.31959 13.13185 8.22662
H 13.48377 7.84389 6.28106
H 17.36534 10.64593 6.25815
H 10.95741 6.67178 5.78866
H 9.10596 9.80564 5.87886
H 7.24826 8.54085 9.53947
H 19.86470 5.94608 12.95299
H 11.79826 5.29411 13.87246
H 14.41208 7.17297 7.53231
H 9.84841 10.89224 9.81587
H 11.91564 7.34395 12.19850
H 13.13497 5.95715 9.44695
*
```

Computed properties:
HOMO level   -7.32 eV
Maximum force   0.065 Eh/bohr
LUMO level   -0.0380 hartree
DFT total energy   -189261.25435 eV
Frontier orbital gap   6.3 eV

Here are the Mulliken charges for atoms 1 to 2, given in e:
1. Y 1.572
2. Br -0.099

Below is a structure of composition C29H34Cl2N5O6PSV, with properties calculated with ωB97M-V with the def2-TZVPD basis set.

ORCA input file:
```
! wB97M-V def2-TZVPD RIJCOSX def2/J DEFGRID3
* xyz 0 4
V 0.54688 -0.67373 0.14422
Cl 5.39013 -1.54580 -1.10158
Cl 5.28454 -4.86292 3.14043
S -2.47806 -0.33725 -3.04077
P 1.20223 1.54162 -2.37720
O 1.25813 1.02681 1.27177
O -2.22032 0.64611 -4.18175
O 1.81331 0.96916 -3.61649
O 0.36195 0.70806 -1.45083
O 2.51444 -1.08842 -0.41943
O -0.71428 -2.19095 -0.57564
N -2.24988 -1.25487 0.88456
N 3.13624 1.68987 -0.43289
N -0.28051 2.35626 -4.41279
N 1.19674 -2.07151 1.67317
N -1.31090 -0.24095 0.99340
C 4.46047 -3.73064 2.10555
C 3.15587 -1.89676 0.35685
C -0.31534 -1.83563 -3.78674
C -2.27631 -4.43971 -0.90038
C -4.23847 -0.67204 -3.22193
C 2.48338 -2.47773 1.49320
C 1.16748 3.29062 1.95241
C 2.43844 2.50587 -1.43601
C -1.81150 -2.19905 0.07601
C -1.53968 3.10828 2.37990
C -4.77685 -1.62591 -2.16977
C -2.69980 -3.39179 -0.08902
C 0.08280 2.86142 -3.06156
C 0.50065 -2.56547 2.67182
C 1.03740 -3.50125 3.57258
C 0.51684 2.08709 1.68953
C 4.48864 -2.25595 0.20339
C -4.33681 -5.60997 -0.49721
C -3.09322 -5.54259 -1.10877
C -4.75444 -4.57611 0.33286
C 0.47040 4.39562 2.40706
C -1.82545 -1.90549 -3.62641
C -0.86960 1.97977 1.89377
C -1.68757 0.79231 1.64860
C -3.94057 -3.47445 0.53892
C -0.89767 4.30558 2.62808
C 3.10833 -3.39819 2.35890
C 2.33128 -3.91198 3.42057
C 5.12905 -3.16306 1.05938
H 2.08606 1.34911 0.75323
H -1.29829 -4.37441 -1.35953
H 1.00029 5.31834 2.60470
H -2.10795 -2.64450 -2.87509
H -4.57687 -1.25078 -1.16524
H 4.03671 2.09032 -0.20116
H 0.17167 -1.63577 -2.83510
H -1.08457 1.64792 -4.31866
H -5.71982 -4.63125 0.82009
H 3.11508 2.93043 -2.18352
H -0.52231 -2.21946 2.76786
H -2.60636 3.02813 2.55478
H 0.61041 3.80943 -3.16351
H -4.38240 -1.02077 -4.24613
H 1.92431 3.33287 -0.93468
H 0.41831 -3.88030 4.37364
H -4.97668 -6.46839 -0.65761
H -5.85587 -1.72851 -2.28548
H -0.54354 3.08809 -5.06402
H -2.70658 0.81094 2.03370
H -1.45423 5.15640 2.99663
H 2.24081 3.33637 1.81197
H -2.33600 -2.11991 -4.56860
H -4.33684 -2.61981 -2.24844
H 6.16546 -3.41143 0.87681
H -4.25611 -2.66091 1.17777
H 0.04919 -2.79083 -4.16513
H -0.81753 2.99558 -2.46668
H -0.02566 -1.05739 -4.49156
H -4.69185 0.31646 -3.13499
H -2.75540 -6.35125 -1.74430
H 0.55247 1.82323 -4.73378
H 2.77338 -4.62669 4.10124
H 3.29296 0.73078 -0.75668
*
```

Computed properties:
HOMO level (spin up / spin down)   -6.15 / -7.14 eV
Maximum force   0.003 Eh/bohr
LUMO level (spin up / spin down)   0.0069 / 0.0067 hartree
DFT total energy   -121222.84498 eV
<S²>   3.7677
Frontier orbital gap (spin up / spin down)   6.3 / 7.3 eV

Here are the Mulliken charges for atoms 1 to 2, given in e:
1. V 0.677
2. Cl -0.251

Below is a cluster of 10 separate species, C29H34Cl36FN3O5PS in total in a non-equilibrium geometry, with properties calculated with ωB97M-V with the def2-TZVPD basis set.

ORCA input file:
```
! wB97M-V def2-TZVPD RIJCOSX def2/J DEFGRID3
* xyz 1 1
Cl -1.68557 -8.02696 -3.06015
Cl -4.34967 -7.17281 -3.81043
Cl -5.29153 0.09498 -10.41240
Cl -4.22106 -5.60660 0.62271
Cl -2.44443 -5.24071 -2.88237
Cl -6.81955 -2.15137 -11.38715
Cl 8.09757 4.17560 0.76113
Cl 7.77239 4.97061 3.51545
Cl -7.65933 -4.50538 -7.87645
Cl -4.38677 -2.93189 7.47122
Cl -2.31364 -3.44536 2.38492
Cl -0.10095 -4.54188 3.89383
Cl -3.23443 0.56332 -3.43788
Cl -2.59594 -3.92231 5.21421
Cl -2.44766 -6.14290 3.37959
Cl -6.22337 -7.51852 1.43910
Cl 7.34465 2.66152 -4.84983
Cl -6.09496 -6.63469 -1.30773
Cl -3.93609 -2.25902 -11.38832
Cl -3.82832 -0.54645 -6.04038
Cl -2.83076 -2.24939 -3.93675
Cl -5.66168 -3.64914 -5.96399
Cl -4.03298 -8.35018 -0.23914
Cl -5.38602 -2.35868 -8.89472
Cl 10.01181 3.32166 2.74281
Cl 9.91265 6.08797 1.93297
Cl -2.08715 -6.48570 -5.46043
Cl -1.09124 -0.30378 -5.17110
Cl -5.58535 -6.32588 -7.03208
Cl -6.82457 -4.28134 8.21630
Cl -6.78053 -1.40689 7.98748
Cl -6.59422 -3.04654 5.61856
Cl 5.02256 1.89254 -3.32157
Cl -7.67499 -5.57024 -5.19435
Cl 7.66122 1.11417 -2.43946
Cl 6.85406 3.87445 -2.27907
S -0.15962 1.87338 4.29325
P 0.42154 2.44892 2.53049
F -3.12336 3.92413 -0.86123
O -3.97773 -1.09347 2.55095
O 0.00609 -0.01846 -1.72902
O 3.41096 -1.41933 4.14996
O 1.82317 0.75102 -0.69601
O -3.45248 -1.29991 0.50116
N -2.89687 1.75127 -0.59744
N -2.26197 0.73705 -0.02209
N -3.94413 -0.47461 1.57612
C -5.14557 -7.03110 0.12753
C 6.72373 2.38680 -3.22430
C -1.21622 4.71017 0.97079
C 8.95342 4.64006 2.23929
C -1.86433 -4.52049 3.72660
C -2.64075 -6.74300 -3.80204
C 0.49490 -0.87384 0.46258
C -5.35750 -1.66846 -10.52174
C 0.73056 -0.02656 -0.74540
C 3.05750 -0.41503 3.22432
C -6.15115 -2.91680 7.32577
C 4.85525 1.45575 0.38187
C 4.31803 3.98130 0.61597
C -1.52972 3.29040 0.69178
C -2.74377 -0.63484 -4.65480
C 2.12014 5.22637 1.19084
C -2.50688 2.91990 -0.24430
C -0.14583 5.27075 0.00271
C -6.64950 -5.01480 -6.52382
C -1.29581 0.94917 0.85134
C 4.32829 0.15276 2.55822
C 4.03228 0.32924 1.05236
C 2.30091 -1.79350 4.97051
C -0.89075 2.21651 1.27560
C 3.22245 4.29713 1.68423
C -0.58688 -0.25626 1.43410
C 3.98418 2.63170 -0.09035
C -2.68534 -0.59709 -0.46963
C 1.22303 4.59117 0.12107
H -0.06354 0.01093 2.34685
H 4.47700 1.15982 2.94853
H 1.15566 3.50474 0.22284
H 2.61698 6.09412 0.75801
H 2.83587 3.33674 2.03615
H 4.07316 2.81701 -1.16390
H 1.99457 -2.80402 4.69085
H 2.47492 0.39752 3.67316
H -3.29990 -0.44579 -1.35995
H 2.46612 -0.90023 2.42876
H 1.56706 1.78436 2.04977
H 1.55459 5.57228 2.06244
H 5.61428 1.80291 1.08231
H 2.93670 2.40542 0.10765
H 5.25790 3.89808 1.14848
H 3.74373 4.73288 2.53786
H 0.10979 -1.84212 0.15603
H -0.51363 5.06269 -1.00286
H -1.84491 -1.20901 -0.76764
H -0.00860 6.34015 0.13262
H 5.37406 1.06051 -0.48992
H 2.63546 -1.77192 6.00316
H 4.30688 4.80989 -0.09085
H 2.97980 0.61647 0.99610
H 1.85221 1.26235 -1.51860
H 0.66738 3.82535 2.56969
H -1.31062 -1.00766 1.72564
H 5.18358 -0.48840 2.73970
H 1.42901 -1.15378 4.83003
H 1.73456 4.74770 -0.83041
H 4.19044 -0.61489 0.53353
H 1.39539 -1.06806 1.03810
H -0.98209 4.87550 2.02004
H -2.12338 5.27971 0.76968
*
```

Computed properties:
HOMO level   -11.73 eV
Maximum force   0.052 Eh/bohr
LUMO level   -0.1791 hartree
DFT total energy   -518967.17350 eV
Frontier orbital gap   6.9 eV

Here are the Mulliken charges for atoms 1 to 2, given in e:
1. Cl -0.081
2. Cl -0.020

Below is a structure of composition C29H34N5OSr, with properties calculated with ωB97M-V with the def2-TZVPD basis set.

ORCA input file:
```
! wB97M-V def2-TZVPD RIJCOSX def2/J DEFGRID3
* xyz 1 1
Sr 0.67550 0.45962 -0.26835
O 1.05257 2.73877 -1.44925
N 3.31170 0.36023 -0.16280
N -1.08859 2.39268 0.31808
N 3.89944 -0.71333 -0.32828
N -1.30673 -0.84837 -0.66290
N 1.77933 -1.85646 -0.03064
C 1.12365 -3.00840 0.08492
C -2.04744 4.31685 -0.73199
C 3.67301 2.64634 0.45666
C -0.96988 3.51389 -0.41221
C 6.15633 2.70743 -0.76966
C -1.07842 -0.93286 1.69437
C -2.30583 2.05659 0.75740
C -3.24263 -2.55992 2.07328
C 5.41638 1.53785 -0.79503
C -4.44006 -3.45769 2.26106
C -3.43392 2.82078 0.50305
C 3.11087 -4.28316 -0.28392
C 4.42709 3.81160 0.49419
C 1.75674 -4.24435 -0.03226
C -1.81335 -1.03810 -2.02786
C 3.09379 -1.91001 -0.26800
C -0.58269 -0.82731 4.14980
C -2.50735 -2.13552 3.17863
C -0.69575 -1.70786 -2.84091
C 0.41949 3.88952 -0.84969
C 5.66613 3.84110 -0.12855
C -2.89871 -2.17165 0.78406
C -3.08915 -1.85455 -2.24467
C -1.40895 -1.31085 2.98597
C -3.30426 3.96541 -0.25829
C -2.05627 0.36321 -2.61206
C 3.80259 -3.08119 -0.40049
C 4.17300 1.51982 -0.18189
C -1.79249 -1.32463 0.51561
H 4.86723 -3.03909 -0.58146
H -2.96844 -2.89065 -1.92838
H 4.05451 4.68443 1.01372
H 5.78877 0.65093 -1.28866
H 2.71596 2.60084 0.96553
H -4.39226 2.50403 0.88944
H 0.38530 4.70457 -1.57057
H 0.23320 -1.12217 -2.79745
H -2.78909 -2.44709 4.17712
H 3.63183 -5.22605 -0.38145
H -0.59053 0.26311 4.21641
H -2.37273 1.13504 1.32404
H -0.95740 -1.80653 -3.89740
H -5.34917 -2.97552 1.89719
H 7.12435 2.73693 -1.25145
H 6.25710 4.74727 -0.11098
H 1.17752 -5.15035 0.07817
H 0.45857 -1.14434 4.05666
H -0.21073 -0.28640 1.59728
H -3.94125 -1.42211 -1.71956
H -4.16709 4.57503 -0.49264
H -1.12836 0.95102 -2.63585
H -0.47821 -2.70158 -2.44425
H -1.90767 5.19897 -1.34233
H -0.96446 -1.21860 5.09132
H 0.06052 -2.93360 0.27791
H -3.51354 -2.54036 -0.01786
H -2.77880 0.90489 -1.99798
H -3.32570 -1.86210 -3.31078
H -4.32270 -4.38782 1.70215
H 1.00510 4.21483 0.01512
H -4.58909 -3.71053 3.30988
H -2.43063 0.32369 -3.63811
H 1.94275 2.99390 -1.72212
*
```

Computed properties:
HOMO level   -8.74 eV
Maximum force   0.019 Eh/bohr
LUMO level   -0.1474 hartree
DFT total energy   -40954.50654 eV
Frontier orbital gap   4.7 eV

Here are the Mulliken charges for atoms 1 to 2, given in e:
1. Sr 1.838
2. O -0.477